The following is a quantum chemistry calculation of a structure of composition C16H23ClN3O2PtS, from the Open Molecules 2025 dataset.

```
47
Properties=species:S:1:pos:R:3:forces:R:3:lowdin_charge:R:1
Pt 0.05352 0.39677 0.31040 -0.446 0.319 -0.521 0.92
N 2.08975 0.14036 -0.25409 0.114 -0.022 0.125 -0.11
C 2.44604 0.66141 -1.59408 -0.032 -0.021 -0.007 -0.22
C 2.31414 2.17492 -1.67102 -0.038 -0.013 0.044 -0.18
C 0.88655 2.69733 -1.59725 0.048 -0.059 0.001 -0.22
N 0.28150 2.43298 -0.26988 -0.130 -0.064 -0.059 -0.09
H 2.68961 0.55932 0.45495 0.039 -0.011 -0.030 0.11
H 2.25164 -0.86442 -0.20475 -0.025 0.001 -0.037 0.07
H 1.77293 0.19095 -2.31147 0.024 -0.029 -0.007 0.12
H 3.46608 0.36089 -1.83997 0.018 0.059 -0.003 0.13
H 2.74546 2.50545 -2.61648 -0.007 -0.005 -0.009 0.13
H 2.91950 2.64236 -0.88536 0.006 0.003 -0.007 0.12
H 0.26589 2.19935 -2.34364 -0.014 0.018 -0.007 0.12
H 0.87165 3.76891 -1.80267 0.038 0.005 0.008 0.13
H -0.59196 2.94344 -0.17754 -0.010 -0.008 -0.070 0.09
H 0.88275 2.80235 0.46681 -0.019 0.043 -0.003 0.11
O 0.68989 0.93603 2.61528 0.200 0.062 -0.203 -0.22
N 1.42214 -0.05920 3.07712 -0.083 -0.034 0.065 -0.23
C 2.22448 0.19851 4.13792 -0.009 -0.015 0.007 -0.01
C 3.00075 -0.77632 4.70540 -0.014 0.014 -0.007 -0.04
C 2.96073 -2.06208 4.17283 0.008 -0.003 -0.004 -0.05
C 2.14408 -2.30886 3.09362 -0.012 -0.025 -0.015 -0.08
C 1.35430 -1.30101 2.53403 -0.082 -0.026 0.074 -0.59
S 0.24280 -1.69576 1.22945 -0.185 -0.081 0.022 0.72
H 2.17286 1.22124 4.47747 0.009 0.000 0.000 0.14
H 3.62435 -0.52725 5.55101 -0.001 -0.002 0.001 0.12
H 3.56265 -2.85455 4.59477 -0.004 0.000 0.000 0.12
H 2.08407 -3.29369 2.65129 0.002 0.005 -0.005 0.11
Cl -5.52612 -1.35735 -3.46913 -0.017 -0.019 -0.002 0.72
C -4.26728 -0.94205 -2.36336 0.068 0.044 -0.003 -0.67
C -3.88582 -1.75491 -1.38540 -0.083 -0.018 0.048 -0.04
C -2.71252 -1.41739 -0.50457 -0.062 0.066 0.069 -0.30
C -2.41574 0.08088 -0.47857 0.771 -0.100 -0.321 -0.22
C -2.03720 0.79887 0.64350 -0.139 0.035 0.606 -0.16
C -2.73991 0.82891 -1.68594 0.032 -0.002 -0.064 -0.06
C -3.62825 0.35608 -2.56749 -0.047 0.033 0.012 -0.06
H -4.32925 -2.73289 -1.25541 0.005 0.001 -0.005 0.13
H -2.92098 -1.74513 0.51483 0.112 0.002 0.012 0.16
H -2.16733 0.43241 1.65758 -0.112 -0.144 -0.103 0.09
H -2.15415 1.87208 0.51942 -0.027 0.037 0.322 0.07
H -2.34677 1.83334 -1.78964 0.015 -0.005 -0.058 0.11
H -3.93997 0.94474 -3.41984 0.012 0.013 0.006 0.11
C -1.14438 -2.04072 -2.24762 0.062 0.021 0.081 -0.08
O -1.59759 -2.19915 -0.91134 0.045 -0.085 0.064 -0.23
H -1.91080 -2.30790 -2.97633 -0.013 0.013 -0.008 0.09
H -0.30285 -2.72172 -2.35162 -0.014 -0.009 -0.013 0.10
H -0.80125 -1.01759 -2.43325 0.000 0.010 0.004 0.07
```
Positions in Å, forces in eV/Å.

Properties
**Energy relative to the best compared isomer or geometry (same formula, charge and spin)**: 25.4 kcal/mol
**Total charge**: +1
**Frontier orbital gap**: 6.92 eV
**Max |F|**: 0.84 eV/Å
**HOMO energy**: -10.83 eV
**Molecular weight**: 551.98 g/mol